The following is a DFT calculation (ωB97M-V/def2-TZVPD) of a structure of composition C36H38N4O2PSbY.

LUMO level   -2.6 eV
HOMO energy   -10.3128 eV
Largest force on an atom   0.65 eV Å⁻¹
HOMO-LUMO gap   7.680 eV
Multiplicity   1
Energy above the lowest of the compared OMol25 structures with the same formula, charge and spin   62.2 kcal per mole
Net charge   +1

CARTESIAN COORDINATES (ANGSTROEM)
Sb 1.720 2.042 -1.042
Y -0.256 -0.457 -0.645
P -0.729 1.159 1.816
O 1.330 -0.985 -1.888
O 0.315 -1.934 0.713
N -1.938 0.691 2.891
N -2.551 -2.786 -1.919
N -2.903 -1.007 1.621
N -1.298 -0.446 -2.863
C 1.291 -0.368 -5.468
C -0.961 2.943 1.698
C 1.732 -0.885 -3.128
C 0.823 -0.503 -4.148
C 0.200 -3.238 0.464
C 3.488 -1.005 -4.775
C -1.525 3.433 0.522
C -3.759 -2.038 1.549
C 0.023 -5.954 -0.197
C 0.971 -5.498 0.718
C 0.787 0.921 2.778
C -0.855 -5.060 -0.775
C -3.353 -1.580 -2.067
C 3.025 1.535 3.430
C 1.966 3.995 -0.204
C -3.564 -0.743 3.916
C 1.843 1.830 2.766
C 2.117 -0.580 4.111
C 3.161 0.333 4.105
C -2.742 -0.612 -3.080
C 0.938 -0.294 3.446
C 3.063 -1.166 -3.474
C -0.600 -0.419 -3.951
C -4.441 -1.797 3.809
C 3.447 1.045 -0.276
C -0.671 3.826 2.732
C -1.757 -2.738 -0.929
C -0.924 5.179 2.586
C -2.813 -0.380 2.786
C -0.789 -3.702 -0.442
C -4.546 -2.468 2.592
C -1.783 4.786 0.375
C 1.070 -4.162 1.051
C -1.474 5.661 1.408
C 2.483 2.505 -2.975
C 2.613 -0.589 -5.778
H -0.029 -7.005 -0.442
H 1.288 4.180 0.624
H 3.416 3.053 -2.847
H 4.023 0.683 -1.126
H -1.954 1.150 3.791
H -1.767 2.756 -0.293
H 3.738 -1.498 -2.698
H 2.962 -0.475 -6.793
H -3.248 0.354 -2.979
H 1.751 2.777 2.251
H -1.148 -0.389 -4.899
H 0.141 -1.025 3.431
H 0.591 -0.097 -6.248
H 1.651 -6.208 1.172
H -2.912 -0.977 -4.096
H -1.612 -5.394 -1.471
H -3.811 -2.547 0.596
H 2.223 -1.522 4.631
H 4.520 -1.214 -5.022
H -3.445 -0.203 4.844
H -1.665 6.719 1.295
H -5.032 -2.100 4.662
H 2.997 4.115 0.128
H 1.777 3.129 -3.521
H -4.359 -1.843 -2.399
H 1.768 4.734 -0.977
H -0.691 5.858 3.394
H -2.221 5.155 -0.541
H 4.046 1.751 0.296
H 4.081 0.104 4.626
H -0.235 3.464 3.656
H -3.457 -1.059 -1.099
H 3.836 2.251 3.422
H -1.856 -1.858 -0.239
H 1.824 -3.807 1.738
H 3.179 0.202 0.357
H 2.673 1.599 -3.541
H -5.215 -3.304 2.459

The following is a DFT calculation (ωB97M-V/def2-TZVPD) of a structure of composition C36H38O2P2Zr at a distorted geometry.

LUMO level (alpha / beta)   -7.1 / -7.1 eV
HOMO energy (alpha / beta)   -12.1067 / -12.4965 eV
Largest force on an atom   3.18 eV Å⁻¹
HOMO-LUMO gap (alpha / beta)   4.973 / 5.418 eV
Multiplicity   1
Energy above the lowest of the compared OMol25 structures with the same formula, charge and spin   125.0 kcal per mole
Net charge   +2

CARTESIAN COORDINATES (ANGSTROEM)
Zr -0.028 1.105 1.226
P -1.496 -1.000 0.492
P 2.154 -0.317 1.074
O 0.134 -2.614 2.831
O -0.717 -0.563 2.465
C -1.402 1.824 -3.750
C -3.521 -4.545 0.322
C 0.890 0.033 -3.096
C 3.066 2.430 1.652
C -2.511 0.585 0.388
C 2.469 1.494 0.745
C 2.370 3.279 -0.942
C 0.387 1.923 3.228
C -4.061 2.988 0.220
C 1.022 1.361 -3.229
C -4.207 -4.543 1.549
C 5.890 -2.666 2.138
C -3.289 -2.358 2.062
C 3.286 3.741 1.253
C -0.029 -1.490 -0.432
C -3.918 0.545 0.318
C 2.974 4.160 -0.051
C 3.481 -2.460 2.083
C 1.320 -1.167 -0.265
C 6.023 -1.340 1.701
C 4.618 -3.205 2.365
C -1.880 1.929 0.368
C -1.792 1.144 -2.485
C -1.434 -1.190 -3.320
C -2.703 3.098 0.441
C -2.548 -2.380 0.860
C -2.635 -3.508 0.008
C -4.660 1.721 0.163
C 3.621 -1.169 1.531
C -4.067 -3.456 2.426
C -2.005 -0.174 -2.395
C -0.019 -0.854 -3.887
C -0.301 -1.559 3.258
C 0.049 2.338 -3.775
C 2.045 1.976 -0.516
C 4.897 -0.583 1.378
H -1.429 -2.173 -2.830
H -0.186 1.387 4.003
H 3.212 5.177 -0.374
H -2.814 -0.558 -1.768
H -0.938 2.044 -0.299
H -0.462 -1.286 4.327
H 3.301 2.113 2.667
H 1.682 -0.517 -2.581
H 2.053 -1.607 -0.957
H -0.169 -0.400 -4.880
H -4.577 -3.452 3.393
H -4.438 -0.416 0.332
H 0.097 2.991 3.233
H 6.778 -3.277 2.302
H -4.850 -5.385 1.822
H 0.298 2.562 -4.824
H 2.144 3.589 -1.969
H 1.443 1.878 3.535
H -2.213 4.060 0.583
H 0.499 -1.820 -4.032
H -1.533 1.112 -4.577
H 0.140 3.293 -3.236
H 2.470 -2.824 2.283
H 4.963 0.451 1.021
H -2.008 -3.555 -0.891
H 2.018 1.798 -3.108
H 1.636 1.249 -1.219
H 7.010 -0.888 1.602
H -0.241 -2.250 -1.196
H -4.683 3.879 0.080
H -2.072 1.846 -1.706
H -5.733 1.648 -0.024
H 4.506 -4.211 2.762
H -3.676 -5.362 -0.395
H -2.088 2.679 -3.921
H 3.721 4.466 1.943
H -3.238 -1.469 2.696
H -2.095 -1.306 -4.199

The following is a DFT calculation (ωB97M-V/def2-TZVPD) of a structure of composition C36H39BBeF5NSb2Si.

LUMO level   0.6 eV
HOMO energy   -7.9993 eV
Largest force on an atom   0.66 eV Å⁻¹
HOMO-LUMO gap   8.572 eV
Multiplicity   1
Net charge   0

CARTESIAN COORDINATES (ANGSTROEM)
Sb -1.544 0.355 0.566
Sb 2.247 0.392 1.290
Si -2.104 -1.653 -4.039
F 0.143 -2.208 -0.496
F 2.365 1.837 -1.839
F 2.691 0.296 -3.511
F 1.006 1.838 -3.690
F 0.714 -0.034 -2.065
N -1.545 -1.761 -2.388
C -0.941 -0.474 -4.903
C 6.202 -0.840 -0.210
C -3.216 -4.533 -0.520
C -1.118 -3.979 0.506
C 3.658 -1.930 -0.125
C -3.418 1.219 1.075
C -5.822 2.518 1.628
C -3.037 -3.556 -1.492
C 3.890 -0.692 0.472
C -2.274 -4.755 0.474
C -0.031 4.819 -0.818
C 5.171 -0.152 0.416
C -0.067 3.166 0.927
C 3.327 1.294 2.912
C 4.307 0.579 3.603
C -0.717 3.949 -1.650
C 4.638 2.415 5.121
C 5.963 -2.077 -0.792
C -1.879 -2.769 -1.507
C -3.504 2.124 2.131
C -1.074 2.688 -1.190
C -4.546 0.970 0.302
C 4.958 1.131 4.696
C -1.094 -0.482 2.524
C -0.741 2.278 0.097
C -2.043 -3.335 -4.866
C 3.024 2.581 3.346
C -3.860 -0.978 -4.111
C -0.982 -3.033 -0.472
C 0.209 -0.510 3.325
C 4.687 -2.621 -0.750
C 1.405 -1.116 2.585
C -4.699 2.769 2.408
C -5.746 1.619 0.576
C 0.288 4.427 0.475
C 3.670 3.140 4.444
B 1.910 1.210 -2.927
Be -0.452 -0.816 -1.748
H 7.194 -0.406 -0.245
H 0.186 2.872 1.940
H -1.178 -0.431 -5.970
H -1.610 2.023 -1.864
H 0.101 -0.789 -4.807
H -1.010 0.545 -4.517
H -6.754 3.026 1.841
H -4.755 3.473 3.228
H -6.617 1.418 -0.035
H 0.260 5.799 -1.175
H 0.456 0.480 3.724
H -4.119 -5.130 -0.539
H 2.282 3.174 2.822
H -1.907 -0.080 3.133
H 2.188 -1.423 3.279
H 6.767 -2.612 -1.283
H 3.418 4.144 4.763
H -2.432 -5.519 1.223
H 2.665 -2.367 -0.115
H -2.453 -3.264 -5.878
H -3.852 0.115 -4.111
H -0.349 -4.107 1.257
H 5.146 2.848 5.974
H -4.498 0.268 -0.523
H -4.449 -1.297 -3.247
H -3.796 -3.399 -2.248
H -2.607 -4.101 -4.332
H -1.364 -1.521 2.300
H -1.009 -3.680 -4.947
H -0.010 -1.130 4.201
H -0.961 4.240 -2.664
H -2.634 2.342 2.742
H 4.573 -0.422 3.282
H 0.821 5.104 1.133
H 5.377 0.815 0.863
H 5.717 0.560 5.217
H -4.390 -1.300 -5.011
H 1.094 -1.993 2.011
H 4.490 -3.582 -1.211